# 1
C24H17ClN4O2S in the gas phase, computed with ωB97M-V/def2-TZVPD.

Geometry as ORCA input:
```
! RIJCOSX wB97M-V def2-TZVPD def2/J DEFGRID3
* xyz 0 1
O 1.1635 -1.1335 2.4864
C 0.5286 -0.5227 1.6194
N 0.7102 0.8066 1.4099
N 1.7058 1.6389 2.0959
C 1.3688 2.2741 3.2657
O 0.1961 2.4857 3.5779
C 2.4474 2.6950 4.2186
S 3.9736 2.1123 3.3849
C 3.1062 1.5416 1.9654
N 3.8333 1.0588 0.9833
C 3.2147 0.7294 -0.2358
C 3.0903 -0.6125 -0.6356
C 2.3742 -0.9168 -1.7912
C 1.9225 0.0972 -2.6286
C 2.1228 1.4375 -2.3067
C 2.7763 1.7587 -1.0853
C -0.4381 -1.3211 0.8127
N -0.4467 -2.6918 0.8861
C -1.3804 -3.1994 0.0009
C -1.7028 -4.5378 -0.2553
C -2.5820 -4.8098 -1.3300
C -3.2758 -3.7777 -1.9648
Cl -4.4756 -4.1541 -3.2028
C -2.9310 -2.4503 -1.6320
C -1.9858 -2.1367 -0.6289
C -1.3965 -0.9141 -0.0677
C -1.7768 0.4232 -0.3754
C -1.4934 0.9473 -1.6324
C -1.7840 2.3105 -1.9220
C -2.3340 3.1273 -0.9062
C -2.6513 2.5820 0.4023
C -2.4194 1.2155 0.6225
H 0.0915 1.2563 0.7282
H 2.4404 3.7717 4.2407
H 2.3247 2.2702 5.2129
H 3.4699 -1.4537 0.0049
H 2.2076 -1.9603 -2.0546
H 1.3859 -0.1409 -3.5516
H 1.7683 2.2304 -2.9162
H 2.9327 2.7931 -0.8327
H 0.2714 -3.2245 1.3406
H -1.1982 -5.3479 0.3124
H -2.8548 -5.7835 -1.6696
H -3.3676 -1.6953 -2.2649
H -1.0823 0.3176 -2.4350
H -1.5990 2.6931 -2.9107
H -2.5210 4.1912 -1.1235
H -3.0568 3.2066 1.2004
H -2.6732 0.8124 1.5877
*
```

Properties
Energy relative to the best compared isomer or geometry (same formula, charge and spin) (kJ/mol): 0.0
Highest occupied orbital energy (eV): -8.4
SMILES string: O=C(NN1C(=O)CS/C1=N/c1ccccc1)c1[nH]c2ccc(Cl)cc2c1-c1ccccc1

How positive or negative is each atom? The natural (NBO) charges in e answer that: number 1, O, carries -0.612; number 2, C, carries 0.639; number 3, N, carries -0.430; number 4, N, carries -0.313; number 5, C, carries 0.672; number 6, O, carries -0.559; number 7, C, carries -0.605; number 8, S, carries 0.312; number 9, C, carries 0.290; number 10, N, carries -0.488; number 11, C, carries 0.214; number 12, C, carries -0.270; number 13, C, carries -0.193; number 14, C, carries -0.250; number 15, C, carries -0.194; number 16, C, carries -0.277; number 17, C, carries 0.062; number 18, N, carries -0.504; number 19, C, carries 0.149; number 20, C, carries -0.227; number 21, C, carries -0.220; number 22, C, carries -0.052; number 23, Cl, carries -0.005; number 24, C, carries -0.190; number 25, C, carries -0.104; number 26, C, carries -0.023; number 27, C, carries -0.029; number 28, C, carries -0.217; number 29, C, carries -0.214; number 30, C, carries -0.213; number 31, C, carries -0.195; number 32, C, carries -0.231; number 33, H, carries 0.435; number 34, H, carries 0.253; number 35, H, carries 0.266; number 36, H, carries 0.231; number 37, H, carries 0.217; number 38, H, carries 0.212; number 39, H, carries 0.213; number 40, H, carries 0.218; number 41, H, carries 0.432; number 42, H, carries 0.226; number 43, H, carries 0.227; number 44, H, carries 0.225; number 45, H, carries 0.227; number 46, H, carries 0.219; number 47, H, carries 0.219; number 48, H, carries 0.226; number 49, H, carries 0.229

---

# 2
C11H15BrFN7O4S in the gas phase, computed with ωB97M-V/def2-TZVPD.

Geometry as ORCA input:
```
! RIJCOSX wB97M-V def2-TZVPD def2/J DEFGRID3
* xyz 0 1
O -1.2159 -5.3224 -2.8189
O 1.1380 -5.4114 -2.4790
F -2.1364 7.1769 3.3057
Br 0.4449 7.7463 1.7788
N -0.6761 -1.3218 -1.7162
O -0.1869 -0.2427 -2.5633
O -0.5311 0.0788 2.6153
C -0.8937 -0.8728 -0.5088
C -0.6939 0.5767 -0.4703
C -0.9140 1.4367 0.5710
C -2.5882 4.9693 2.5694
C -2.2267 3.8751 1.7591
C -0.2054 4.9768 1.0576
C -1.7474 6.0610 2.6058
C -0.5922 6.1139 1.7989
C -1.0383 3.8514 1.0264
N -0.3941 0.9440 -1.7961
N -1.2858 1.0815 1.8555
N -0.6124 2.7343 0.3213
N -1.3172 -1.6363 0.5628
N -0.1681 -6.1892 -1.3999
N -0.2612 -5.0100 -0.3984
C -1.5108 -3.0871 0.6354
C -0.1815 -3.8860 0.5114
S -0.1007 -4.7411 -2.0362
H 0.4112 0.0299 2.2968
H -3.4963 4.9982 3.1223
H -2.9450 3.0489 1.6831
H 0.7322 4.9639 0.4909
H -0.9802 1.6676 -2.2032
H -1.5524 1.9051 2.3999
H 0.0529 2.8819 -0.4156
H -1.6149 -1.0586 1.3370
H 0.7359 -6.2765 -0.9811
H -0.2278 -6.7511 -2.2443
H -1.1511 -5.4754 -0.3026
H -2.2614 -3.3816 -0.0708
H -1.8963 -3.3553 1.6496
H 0.6758 -3.2403 0.2897
H 0.1067 -4.2734 1.4804
*
```

Properties
Highest occupied orbital energy (eV): -7.4

How positive or negative is each atom? The natural (NBO) charges in e answer that: number 1, O, carries -0.931; number 2, O, carries -0.874; number 3, F, carries -0.320; number 4, Br, carries 0.086; number 5, N, carries -0.208; number 6, O, carries -0.214; number 7, O, carries -0.573; number 8, C, carries 0.334; number 9, C, carries 0.004; number 10, C, carries 0.245; number 11, C, carries -0.232; number 12, C, carries -0.289; number 13, C, carries -0.265; number 14, C, carries 0.327; number 15, C, carries -0.090; number 16, C, carries 0.163; number 17, N, carries -0.350; number 18, N, carries -0.375; number 19, N, carries -0.603; number 20, N, carries -0.607; number 21, N, carries -0.820; number 22, N, carries -0.730; number 23, C, carries -0.235; number 24, C, carries -0.207; number 25, S, carries 1.876; number 26, H, carries 0.468; number 27, H, carries 0.241; number 28, H, carries 0.230; number 29, H, carries 0.235; number 30, H, carries 0.379; number 31, H, carries 0.390; number 32, H, carries 0.407; number 33, H, carries 0.433; number 34, H, carries 0.391; number 35, H, carries 0.454; number 36, H, carries 0.421; number 37, H, carries 0.207; number 38, H, carries 0.218; number 39, H, carries 0.217; number 40, H, carries 0.198

---

# 3
A molecular structure, C7H4IrNO8SbSe5, computed with ωB97M-V/def2-TZVPD.

Geometry as ORCA input:
```
! RIJCOSX wB97M-V def2-TZVPD def2/J DEFGRID3
* xyz -2 2
Ir 1.1505 0.7627 0.8420
O -0.0695 -1.0912 -3.0089
C 0.4758 -0.9703 -1.7800
O 1.6376 -0.7396 -1.6019
C -0.5410 -1.2069 -0.7071
C -1.6015 -2.0584 -0.9514
C -2.5411 -2.2641 0.0440
C -2.3936 -1.5897 1.2369
C -1.3139 -0.7372 1.4185
N -0.3887 -0.5575 0.4639
C -1.1894 0.0539 2.7344
O -2.0659 -0.1824 3.5733
O -0.2182 0.8445 2.7943
H 0.5400 -0.6089 -3.5958
H -1.6801 -2.5309 -1.9185
H -3.3814 -2.9267 -0.1228
H -3.0869 -1.6711 2.0615
Se -0.6607 5.5290 -2.7619
Sb -0.0937 3.2280 -2.4610
Se -1.9829 1.9174 -1.3542
Se -0.1275 2.6255 0.0879
Se 1.2013 1.9430 -3.9840
O 4.9959 0.0129 0.8753
Se 3.7728 0.4318 1.8330
O 2.9191 1.7781 1.2327
O 2.4516 -0.6296 1.6775
O 4.1914 0.6374 3.3723
*
```

Properties
Energy relative to the best compared isomer or geometry (same formula, charge and spin) (kJ/mol): 13.8
Highest occupied orbital energy (alpha / beta) (eV): -2.5 / -2.6
⟨S²⟩: 0.755

How positive or negative is each atom? The natural (NBO) charges in e answer that: number 1, Ir, carries 0.910; number 2, O, carries -0.709; number 3, C, carries 0.762; number 4, O, carries -0.529; number 5, C, carries 0.104; number 6, C, carries -0.215; number 7, C, carries -0.184; number 8, C, carries -0.207; number 9, C, carries 0.121; number 10, N, carries -0.392; number 11, C, carries 0.735; number 12, O, carries -0.716; number 13, O, carries -0.705; number 14, H, carries 0.521; number 15, H, carries 0.230; number 16, H, carries 0.204; number 17, H, carries 0.251; number 18, Se, carries -0.696; number 19, Sb, carries 1.031; number 20, Se, carries -0.376; number 21, Se, carries 0.008; number 22, Se, carries -0.694; number 23, O, carries -1.049; number 24, Se, carries 2.726; number 25, O, carries -1.037; number 26, O, carries -1.044; number 27, O, carries -1.050

---

Max |F| (eV/A)
4.85; 13.40; 0.40